Record 1
16
Properties=species:S:1:pos:R:3:forces:R:3 method="wB97M-V/def2-TZVPD" multiplicity=2 gap_ha="0.4036 / 0.2009" energy_ha=-722.8013 mol_weight_g_mol=123.18 charge=+1
O 1.08817 0.80778 -2.02512 0.35 0.15 0.14
C 0.32945 -0.06570 -1.69849 -0.58 -0.37 -0.71
N 0.50180 -0.96871 -0.68840 -0.39 0.33 0.19
C -0.65544 -1.45813 0.01428 0.00 0.30 -0.58
C -0.89564 -0.67493 1.34252 0.84 0.39 -0.03
S -1.68758 0.91273 1.06676 0.09 -0.40 0.17
H -0.60875 -0.26263 -2.25282 -0.02 0.19 0.07
H 1.36607 -0.88610 -0.18552 0.42 -0.02 0.26
H -1.51551 -1.29256 -0.63505 -0.04 -0.43 -0.08
H -0.55684 -2.52089 0.21773 -0.13 -0.04 0.32
H -1.39958 -1.23147 2.12677 -0.42 0.11 -0.13
H 0.10838 -0.41815 1.70388 -0.08 0.10 0.21
H -0.78173 1.45666 0.20178 0.14 -0.16 0.21
H 1.82683 2.79621 0.70720 -0.29 -0.52 0.27
H 1.48160 1.87064 -0.43190 0.13 -0.34 0.02
O 1.39878 1.93524 0.53639 -0.01 0.70 -0.32

***

Record 2
17
Properties=species:S:1:pos:R:3:forces:R:3 method="wB97M-V/def2-TZVPD" gap_ha=0.3403 energy_ha=-666.0017 mol_weight_g_mol=118.20 smiles=N[C@@H]1[C@H](N)[C@@H]1CS
N -0.15876 -1.95179 -0.34321 -1.67 0.60 -0.22
C -0.72140 -1.04567 0.69748 1.47 -0.65 -1.97
C -1.74544 0.03830 0.35838 1.07 -2.21 -2.59
N -2.35972 -0.04337 -0.97932 -3.69 -2.00 1.95
C -0.24028 0.36083 0.55675 -2.80 1.77 2.34
C 0.70601 0.94701 -0.45894 -1.46 -2.30 -2.42
S 2.32209 0.81392 0.14116 0.85 0.88 2.82
H -0.87679 -1.86699 -1.07594 0.56 -0.30 -0.23
H -0.15447 -2.94150 -0.08467 -0.13 0.58 0.32
H -0.84740 -1.52378 1.62926 0.23 -0.08 1.14
H -2.48069 0.05703 1.09922 -0.55 1.08 1.54
H -2.33822 0.85394 -1.35182 0.04 1.94 -1.10
H -3.51007 -0.19018 -0.78058 4.15 0.35 -0.88
H -0.32158 0.88729 1.54674 1.17 -0.21 -0.91
H 0.61778 1.96084 -0.73736 -1.07 1.25 0.16
H 0.63965 0.42017 -1.46704 0.02 0.21 1.36
H 1.75432 1.48368 1.29934 1.81 -0.93 -1.31

***

Record 3
51
Properties=species:S:1:pos:R:3:forces:R:3 method="wB97M-V/def2-TZVPD" multiplicity=5 gap_ha="0.2622 / 0.2866" energy_ha=-3060.0415 mol_weight_g_mol=474.53
Cr 0.26024 0.81459 0.83398 -0.05 0.12 -0.09
C -2.30204 0.65540 2.50936 -0.02 0.01 -0.03
C -1.36905 -0.45563 2.97305 0.00 -0.03 0.04
N 0.03882 -0.06577 2.84285 -0.02 -0.02 0.01
C 0.65582 0.71240 3.92037 -0.02 0.01 0.01
C 0.20872 2.17049 4.00812 0.00 -0.02 -0.02
S 0.31644 3.10224 2.44234 -0.01 0.06 0.02
C -1.42261 3.54478 2.13519 0.01 -0.01 0.01
C -2.17118 2.68001 1.11658 0.01 -0.02 0.01
N -1.85220 1.24344 1.22678 -0.03 0.04 0.01
H -2.33202 1.45230 3.24800 0.00 0.00 0.01
H -3.32215 0.27088 2.43073 0.00 0.00 0.00
H -1.50937 -1.33164 2.33749 0.01 0.00 0.00
H -1.62834 -0.74537 3.99819 0.00 0.00 0.00
H 0.59854 -0.90012 2.70570 0.00 -0.01 0.00
H 1.72864 0.68642 3.72678 0.00 0.00 0.00
H 0.47908 0.24633 4.89790 0.00 0.00 0.00
H 0.85975 2.67316 4.72254 0.00 0.00 0.00
H -0.80585 2.26844 4.39065 0.00 -0.01 0.00
H -1.41430 4.57027 1.76767 0.00 0.00 0.00
H -1.92623 3.57327 3.10105 0.00 -0.01 0.00
H -1.90569 2.98275 0.10567 0.01 0.00 -0.01
H -3.24616 2.85283 1.24523 0.00 0.00 0.00
H -2.31237 0.77091 0.45334 0.00 0.00 0.00
O 0.28277 -4.11856 -4.11198 0.09 0.02 0.01
C 1.24072 -3.70177 -3.44118 0.02 -0.05 -0.05
O 2.45417 -3.60204 -3.71522 -0.09 -0.01 -0.01
C 0.85436 -3.05808 -2.08922 0.00 0.02 0.06
C -0.47315 -2.73969 -1.82813 0.01 -0.01 -0.02
C -0.76386 -1.87478 -0.79237 -0.02 -0.01 0.01
N 0.17816 -1.30744 -0.03249 0.02 -0.12 0.02
C 1.45358 -1.68635 -0.23009 -0.04 0.02 -0.04
C 1.82255 -2.58490 -1.21202 -0.04 0.00 -0.04
C 2.51743 -0.91765 0.53835 0.04 -0.05 0.05
O 3.62184 -1.39582 0.69486 -0.04 0.03 0.00
O 2.13461 0.26191 0.93172 0.13 0.03 -0.04
H -1.23569 -3.13042 -2.48949 0.00 0.02 0.01
H -1.78983 -1.57573 -0.59181 0.01 0.00 0.00
H 2.86607 -2.81619 -1.37430 0.00 -0.03 0.00
S 0.07958 2.02825 -1.38151 -0.02 0.03 0.07
C 0.42813 0.92314 -2.65631 0.02 -0.06 -0.03
N 1.62522 0.28932 -2.68724 0.01 0.05 0.05
C 1.99688 -0.60973 -3.62434 0.02 -0.02 -0.07
C 1.15280 -0.90327 -4.65927 0.07 0.00 0.08
C -0.08229 -0.25597 -4.69506 -0.05 0.02 -0.02
C -0.44320 0.64219 -3.71255 0.02 -0.03 -0.02
H 2.25570 0.49009 -1.91801 0.00 -0.01 0.00
H 2.94676 -1.10739 -3.48621 -0.03 0.01 0.00
H 1.43371 -1.66948 -5.36555 -0.01 0.00 -0.01
H -0.77834 -0.48375 -5.49219 0.00 0.00 0.01
H -1.40521 1.13177 -3.71793 0.00 0.00 -0.01

***

Values for energy above the lowest of the compared OMol25 structures with the same formula, charge and spin, eV, ordered as above
0.7176, 2.7557, 0.3039